{"formula": "C8H19LiNO4", "method": "ωB97M-V with the def2-TZVPD basis set", "fmax_ha_per_bohr": 0.079, "multiplicity": 2, "charge": 0, "energy_ha": -679.331556, "orbital_gap_ev": [7.78, 5.65], "s_squared": 0.76, "elements": ["Li", "O", "C", "C", "O", "H", "H", "H", "H", "C", "O", "C", "C", "N", "C", "C", "O", "C", "H", "H", "H", "H", "H", "H", "H", "H", "H", "H", "H", "H", "H", "H", "H"], "positions_angstrom": [[-0.81, 1.31, -0.33], [-2.10, 2.76, 0.41], [-2.76, 3.09, -0.86], [-2.44, 2.16, -2.07], [-1.12, 1.85, -2.41], [-2.58, 4.13, -1.12], [-3.81, 3.12, -0.60], [-2.96, 2.45, -2.99], [-2.84, 1.18, -1.82], [-2.61, -1.29, 0.13], [-1.53, -0.41, 0.19], [-0.45, -0.77, 1.07], [0.52, 0.39, 1.37], [1.20, 0.82, 0.11], [1.70, -0.18, -0.86], [2.85, -1.04, -0.35], [2.43, -1.80, 0.74], [3.34, -2.58, 1.41], [-3.45, -0.86, -0.42], [-3.03, -1.50, 1.12], [-2.38, -2.25, -0.33], [0.09, -1.63, 0.67], [-0.83, -1.07, 2.05], [1.23, 0.02, 2.12], [0.07, 1.25, 1.86], [1.84, 1.58, 0.26], [2.14, 0.51, -1.58], [0.95, -0.80, -1.35], [3.58, -0.30, -0.04], [3.16, -1.65, -1.20], [4.23, -1.99, 1.63], [3.54, -3.51, 0.87], [2.86, -2.98, 2.31]]}